Molecular formula: C27H31Br63FI2O4PS
Method: DFT, the ωB97M-V functional and the def2-TZVPD basis

Structure (XYZ):
```
130
C27H31Br63FI2O4PS | OMol25 | the ωB97M-V functional and the def2-TZVPD basis
C -2.50 2.97 2.82
C -2.16 2.57 1.38
F -0.79 2.75 1.23
C -2.72 1.21 0.90
P -4.59 1.51 0.68
O -4.74 2.47 -0.70
I -5.60 -0.63 -0.03
C -2.18 0.77 -0.50
O -0.76 0.61 -0.58
S -0.13 -0.31 0.60
O -0.02 -1.71 0.28
O 1.19 0.22 0.84
C -1.03 -0.15 2.18
C -2.54 -0.03 1.81
I -3.90 -0.22 3.48
H -2.12 3.97 3.01
H -1.94 2.30 3.48
H -3.56 2.86 3.07
H -2.62 3.33 0.73
H -5.10 1.93 -1.41
H -2.51 1.50 -1.28
H -2.66 -0.18 -0.77
H -0.67 0.71 2.73
H -0.91 -1.08 2.73
H -2.74 -0.89 1.18
C -0.69 7.68 1.85
Br -0.41 5.86 1.28
Br -0.65 7.85 3.77
Br 0.57 8.86 1.00
H -1.68 7.97 1.53
C -4.94 8.16 3.56
Br -4.71 6.33 2.98
Br -4.87 8.31 5.48
Br -3.68 9.34 2.70
H -5.93 8.46 3.25
C 3.18 7.38 -1.82
Br 2.69 9.20 -2.24
Br 3.91 7.21 -0.04
Br 1.72 6.15 -2.12
H 3.97 7.10 -2.51
C 0.64 -5.28 -1.11
Br -1.16 -5.92 -0.81
Br 1.88 -6.04 0.16
Br 1.22 -5.57 -2.93
H 0.63 -4.21 -0.94
C 3.72 3.29 2.01
Br 1.84 3.09 1.62
Br 4.11 3.15 3.90
Br 4.77 2.05 0.97
H 4.00 4.28 1.70
C 1.82 -9.57 -5.56
Br 2.58 -7.85 -6.01
Br 1.67 -9.81 -3.65
Br 0.13 -9.87 -6.44
H 2.51 -10.32 -5.92
C -3.15 -9.60 -0.48
Br -1.83 -9.98 0.87
Br -3.98 -7.87 -0.21
Br -2.43 -9.80 -2.26
H -3.93 -10.34 -0.37
C -2.02 10.72 -1.81
Br -1.81 11.49 -0.05
Br -1.19 8.98 -1.94
Br -3.87 10.68 -2.36
H -1.50 11.37 -2.50
C 3.40 11.56 -6.12
Br 2.48 12.23 -4.56
Br 4.38 9.94 -5.74
Br 2.20 11.34 -7.61
H 4.13 12.31 -6.40
C -1.98 1.99 -4.81
Br -3.07 2.09 -3.21
Br -2.67 3.11 -6.22
Br -0.13 2.39 -4.41
H -2.02 0.97 -5.16
C 7.67 3.20 5.95
Br 9.12 2.94 7.20
Br 6.75 4.87 6.26
Br 8.26 3.04 4.12
H 6.96 2.41 6.13
C 5.16 -12.61 -3.94
Br 5.88 -10.87 -4.37
Br 5.02 -12.87 -2.03
Br 3.48 -12.92 -4.83
H 5.86 -13.34 -4.31
C -3.92 -11.70 4.29
Br -4.57 -12.51 5.92
Br -4.24 -12.81 2.75
Br -4.64 -9.92 4.05
H -2.85 -11.59 4.40
C 1.44 0.64 6.34
Br 1.60 1.13 8.19
Br 2.40 -0.99 5.94
Br -0.39 0.55 5.75
H 1.90 1.42 5.77
C 3.52 3.69 10.54
Br 4.96 3.43 11.80
Br 2.59 5.35 10.84
Br 4.12 3.53 8.71
H 2.81 2.89 10.71
C -6.26 -14.78 -0.01
Br -6.91 -15.60 1.62
Br -6.58 -15.89 -1.55
Br -6.98 -13.00 -0.25
H -5.19 -14.68 0.09
C -0.68 15.23 -1.40
Br -2.56 15.14 -1.86
Br -0.40 15.03 0.50
Br 0.37 13.98 -2.43
H -0.34 16.22 -1.66
C 4.99 10.17 2.83
Br 3.29 9.59 3.53
Br 4.95 12.04 2.34
Br 6.44 9.78 4.05
H 5.17 9.61 1.93
C -4.01 -9.64 -6.04
Br -5.00 -9.16 -4.47
Br -3.13 -11.34 -5.83
Br -5.11 -9.61 -7.63
H -3.24 -8.89 -6.18
C 0.89 -16.12 -6.50
Br 0.58 -14.22 -6.58
Br 1.45 -16.68 -4.74
Br -0.65 -17.12 -7.10
H 1.70 -16.34 -7.18
C 3.04 0.47 -3.86
Br 3.34 -1.37 -4.36
Br 3.18 0.73 -1.95
Br 4.20 1.68 -4.83
H 2.03 0.71 -4.14
```

As for the largest force on an atom: 0.0894 hartree/bohr. As for the HOMO energy: -9.396 eV. The LUMO energy is -0.0266 Eh.


Molecular formula: C27H31CrN5
Method: DFT, the ωB97M-V functional and the def2-TZVPD basis

Structure (XYZ):
```
64
C27H31CrN5 | OMol25 | the ωB97M-V functional and the def2-TZVPD basis
Cr -0.41 0.46 -0.34
C 3.14 -0.08 2.23
C 2.71 -0.77 0.93
C 1.41 -1.59 1.02
N 0.57 -1.36 -0.15
C 0.38 -2.25 -1.09
C 0.98 -3.55 -1.09
C 0.89 -4.60 -1.98
C 0.24 -4.71 -3.20
C -0.52 -3.73 -3.80
C -0.88 -2.46 -3.34
C -0.60 -1.79 -2.13
N -1.16 -0.62 -1.85
C -2.33 -0.18 -2.60
C -3.16 0.83 -1.80
C -3.40 0.42 -0.34
N -2.21 0.68 0.45
C -2.26 0.89 1.74
C -3.44 0.60 2.50
C -3.71 0.75 3.84
C -2.95 1.33 4.85
C -1.69 1.87 4.70
C -0.83 1.90 3.62
C -0.96 1.36 2.31
N 0.04 1.32 1.45
C 1.36 1.78 1.88
C 2.08 0.83 2.87
H 4.03 0.51 2.01
H 3.44 -0.83 2.96
H 3.53 -1.40 0.57
H 2.57 -0.01 0.15
H 0.84 -1.25 1.88
H 1.64 -2.64 1.20
H 1.60 -3.76 -0.24
H 1.45 -5.47 -1.68
H 0.36 -5.64 -3.74
H -0.91 -3.97 -4.78
H -1.48 -1.90 -4.04
H -2.96 -1.04 -2.85
H -2.04 0.28 -3.56
H -4.12 0.96 -2.31
H -2.67 1.80 -1.79
H -3.67 -0.64 -0.30
H -4.25 0.99 0.05
H -4.22 0.12 1.93
H -4.68 0.38 4.15
H -3.40 1.38 5.84
H -1.29 2.35 5.59
H 0.12 2.37 3.81
H 1.29 2.78 2.31
H 1.98 1.88 0.99
H 1.32 0.24 3.38
H 2.57 1.42 3.65
C 3.30 2.65 -2.83
C 3.00 1.31 -3.05
C 1.87 0.78 -2.46
N 1.05 1.50 -1.69
C 1.33 2.79 -1.50
C 2.44 3.40 -2.05
H 4.18 3.09 -3.27
H 3.64 0.68 -3.65
H 1.60 -0.26 -2.60
H 0.64 3.34 -0.88
H 2.63 4.45 -1.87
```

As for the spin multiplicity: 5. The expectation value of S² is 6.052. As for the largest force on an atom: 0.0176 hartree/bohr. As for the HOMO energy (alpha / beta): -5.694 / -6.772 eV. The LUMO energy (alpha / beta) is 0.0149 / 0.0116 Eh.


Molecular formula: C27H31GaGeN6O3S2
Method: DFT, the ωB97M-V functional and the def2-TZVPD basis

Structure (XYZ):
```
71
C27H31GaGeN6O3S2 | OMol25 | the ωB97M-V functional and the def2-TZVPD basis
Ga -0.75 2.52 -0.08
N 0.64 2.73 3.74
C -0.59 3.25 4.09
C -1.14 3.69 2.93
N -0.27 3.44 1.89
C 0.79 2.86 2.42
C 1.90 2.37 1.62
N 2.34 2.97 0.53
C 3.32 2.15 0.04
C 3.45 1.04 0.82
N 2.54 1.19 1.83
H 1.31 2.35 4.38
H -0.94 3.27 5.10
H -2.11 4.13 2.77
H 3.88 2.41 -0.84
H 4.09 0.18 0.76
H 2.27 0.47 2.49
N -0.75 4.48 -0.87
C 0.05 4.66 -2.11
C -0.55 3.95 -3.31
C -0.38 2.44 -3.31
N -1.13 1.82 -2.21
H -1.67 4.89 -0.99
H -0.30 4.98 -0.10
H 1.05 4.28 -1.89
H 0.14 5.73 -2.32
H -0.06 4.35 -4.20
H -1.61 4.22 -3.40
H 0.67 2.19 -3.17
H -0.69 2.04 -4.28
H -0.92 0.83 -2.14
H -2.14 1.88 -2.36
O -1.58 -0.59 0.02
S -2.00 0.17 1.30
O -0.78 0.58 1.98
O -2.95 -0.59 2.05
S -2.89 1.84 0.51
C -3.70 -5.68 -0.29
C -3.79 -4.60 -1.16
C -2.87 -3.56 -1.07
C -1.86 -3.61 -0.11
C -1.78 -4.69 0.76
C -2.70 -5.73 0.67
Ge -0.58 -2.18 -0.01
C 0.40 -1.81 -1.64
C 1.19 -0.66 -1.72
C 1.92 -0.38 -2.86
C 1.86 -1.25 -3.95
C 1.08 -2.39 -3.88
C 0.36 -2.67 -2.73
C 0.56 -2.19 1.55
C 0.01 -2.25 2.83
C 0.83 -2.21 3.95
C 2.21 -2.13 3.80
C 2.77 -2.08 2.53
C 1.95 -2.11 1.41
H -4.42 -6.48 -0.35
H -4.58 -4.56 -1.90
H -2.95 -2.72 -1.75
H -0.99 -4.73 1.51
H -2.63 -6.57 1.35
H 1.25 0.02 -0.87
H 2.55 0.50 -2.91
H 2.43 -1.03 -4.84
H 1.04 -3.07 -4.73
H -0.24 -3.57 -2.68
H -1.06 -2.29 2.97
H 0.40 -2.26 4.94
H 2.85 -2.12 4.67
H 3.85 -2.05 2.40
H 2.39 -2.08 0.42
```

As for the spin multiplicity: 2. The expectation value of S² is 0.752. As for the largest force on an atom: 0.0063 hartree/bohr. As for the HOMO energy (alpha / beta): -9.397 / -11.228 eV. Its total charge is +1. The LUMO energy (alpha / beta) is -0.0771 / -0.1095 Eh. The value obtained for the relative energy (zero: lowest compared OMol25 entry of this formula, charge and spin) is 0.7 kcal/mol.


Record-wise total energy values, in a.u.: -164945.7934 -2365.6931 -6399.7192